No. 1
ORCA calculation (wB97M-V/def2-TZVPD) on C26H36AsCl2O2P2Sc as an isolated structure.

energy relative to the best compared isomer or geometry (same formula, charge and spin)	0.00	kcal/mol

ORCA input file:
```
! RIJCOSX wB97M-V def2-TZVPD def2/J DEFGRID3
* xyz 2 1
C 2.610 0.246 -3.164
C 1.857 -0.462 -2.150
H 2.726 -0.342 -4.083
H 3.603 0.512 -2.773
H 2.034 1.139 -3.434
O 1.660 -1.590 -1.781
Cl 0.920 1.072 -0.952
Sc -0.804 0.257 0.857
P 1.636 0.030 2.151
C 2.225 -1.649 2.549
C 3.098 0.669 1.261
H 4.009 0.597 1.872
H 2.785 0.851 4.183
H 2.913 1.708 0.969
H 1.442 1.908 3.639
H 2.258 -2.255 1.637
H 3.237 0.085 0.343
C 1.760 0.866 3.774
H 3.239 -1.598 2.972
H 1.086 0.384 4.490
H 1.563 -2.132 3.275
P -2.412 0.025 -1.387
C -3.119 -1.568 -1.922
C -3.883 1.119 -1.398
H -1.087 1.497 -2.747
H -2.286 0.626 -3.769
H -0.805 -0.193 -3.185
C -1.583 0.539 -2.929
H -3.554 2.119 -1.095
H -4.372 1.190 -2.385
H -3.826 -1.396 -2.747
H -3.657 -2.053 -1.097
H -4.614 0.751 -0.669
H -2.317 -2.229 -2.274
Cl -2.168 1.612 2.077
O -1.040 -1.549 1.367
As -1.853 -2.720 2.409
C -1.581 -1.953 4.148
C -0.428 -2.296 4.874
C -0.150 -1.638 6.077
C -1.027 -0.653 6.549
C -2.158 -0.298 5.806
C -2.434 -0.939 4.593
C -3.583 -2.868 1.616
C -3.954 -4.090 1.042
C -5.239 -4.239 0.506
C -6.122 -3.152 0.522
C -5.724 -1.911 1.032
C -4.433 -1.754 1.556
C -0.819 -4.324 2.308
C 0.184 -4.489 1.346
C 0.929 -5.673 1.341
C 0.639 -6.691 2.253
C -0.384 -6.536 3.196
C -1.115 -5.345 3.227
H 0.234 -3.081 4.500
H 0.755 -1.892 6.638
H -0.822 -0.162 7.505
H -2.839 0.472 6.174
H -3.294 -0.641 3.989
H -3.238 -4.921 1.040
H -5.556 -5.199 0.100
H -7.138 -3.287 0.134
H -6.428 -1.078 1.039
H -4.098 -0.774 1.922
H 0.376 -3.702 0.612
H 1.734 -5.806 0.618
H 1.209 -7.619 2.235
H -0.618 -7.327 3.909
H -1.917 -5.207 3.959
*
```


No. 2
ORCA calculation (wB97M-V/def2-TZVPD) on one molecule with the formula C26H36BFN2O7S2.

energy relative to the best compared isomer or geometry (same formula, charge and spin)	0.00	kcal/mol

ORCA input file:
```
! RIJCOSX wB97M-V def2-TZVPD def2/J DEFGRID3
* xyz 0 1
C -0.394 -6.266 2.178
C 0.773 -6.256 1.207
O 0.335 -6.307 -0.162
C 0.274 -5.072 -0.736
O -0.730 -4.439 -0.724
C 1.564 -4.620 -1.355
C 1.376 -3.490 -2.377
C 1.821 -2.100 -1.846
C 0.627 -1.393 -1.228
C 0.426 -1.605 0.137
C -0.628 -0.997 0.782
C -1.497 -0.192 0.069
C -1.365 0.044 -1.310
B -2.391 0.977 -2.088
O -2.744 0.767 -3.403
O -2.941 2.059 -1.469
C -4.379 2.125 -1.609
C -0.256 -0.570 -1.964
C 0.043 -0.363 -3.431
C 1.088 0.745 -3.700
C 1.058 1.872 -2.680
S 1.899 3.295 -3.421
C 2.137 4.363 -2.065
S 1.977 5.960 -2.311
N 2.508 3.774 -0.819
C 1.449 3.937 0.186
C 2.006 3.629 1.584
O 3.175 2.849 1.544
C 4.226 3.484 0.845
C 3.714 4.394 -0.264
C -2.519 0.276 1.083
O -3.579 0.800 0.959
N -2.036 -0.119 2.360
C -1.964 0.853 3.435
C -3.012 0.654 4.535
C -3.392 1.969 5.175
F -4.151 0.064 4.022
C -1.015 -1.062 2.208
O -0.607 -1.789 3.061
H -0.810 -7.264 2.263
H -0.013 -5.996 3.160
H -1.164 -5.578 1.847
H 1.367 -7.151 1.367
H 1.400 -5.385 1.396
H 2.007 -5.487 -1.841
H 2.274 -4.302 -0.594
H 1.897 -3.699 -3.307
H 0.312 -3.437 -2.596
H 2.554 -2.224 -1.057
H 2.210 -1.512 -2.664
H 1.108 -2.232 0.695
H -2.797 -0.169 -3.619
H -4.804 1.129 -1.685
H -4.747 2.532 -0.677
H -4.660 2.737 -2.458
H -0.830 -0.164 -4.031
H 0.456 -1.293 -3.809
H 0.892 1.153 -4.691
H 2.088 0.326 -3.765
H 0.056 2.132 -2.354
H 1.627 1.578 -1.798
H 0.640 3.246 -0.054
H 1.034 4.948 0.200
H 2.221 4.573 2.097
H 1.269 3.114 2.189
H 4.806 2.684 0.388
H 4.892 4.036 1.511
H 4.474 4.575 -1.016
H 3.474 5.367 0.175
H -2.031 1.873 3.065
H -0.997 0.722 3.917
H -2.621 0.004 5.316
H -4.071 2.521 4.532
H -3.881 1.811 6.132
H -2.509 2.579 5.358
*
```


No. 3
ORCA calculation (wB97M-V/def2-TZVPD) on C26H36Br42FN3O3STa as an isolated structure.

ORCA input file:
```
! RIJCOSX wB97M-V def2-TZVPD def2/J DEFGRID3
* xyz -1 1
C 3.261 -0.182 3.444
C 2.431 0.385 2.266
O 1.490 1.025 2.566
N 2.648 0.162 0.852
C 3.728 0.944 0.265
C 5.216 0.553 0.186
O 3.445 1.992 -0.158
Ta 2.547 -1.913 0.264
C 2.143 -1.248 -1.899
C 3.398 -1.315 -2.808
F 3.748 -0.051 -3.300
C 0.330 -1.914 0.869
C -0.659 -2.458 -0.196
C -1.246 -1.446 -1.190
C -1.746 -0.106 -0.603
S -1.311 1.305 -1.715
C -0.545 2.425 -0.603
N 0.538 3.021 -0.705
N 0.682 3.747 0.444
C -0.310 3.546 1.136
O -1.174 2.722 0.537
H 3.847 -1.062 3.190
H 2.534 -0.505 4.190
H 3.892 0.584 3.927
H 5.579 0.078 1.095
H 5.785 1.453 -0.046
H 5.325 -0.086 -0.692
H 4.365 -2.067 -0.092
H 2.948 -2.548 1.966
H 2.378 -3.668 -0.327
H 1.721 -0.238 -1.944
H 1.443 -1.976 -2.327
H 3.240 -2.002 -3.646
H 4.278 -1.668 -2.271
H 0.262 -2.594 1.734
H 0.111 -0.918 1.258
H -1.492 -2.945 0.335
H -0.160 -3.267 -0.739
H -2.118 -1.926 -1.653
H -0.590 -1.208 -2.030
H -2.835 -0.117 -0.607
H -1.449 0.103 0.422
H -0.552 3.942 2.100
C 3.670 -6.354 2.655
Br 1.922 -5.716 3.156
Br 3.662 -7.416 1.045
Br 4.912 -4.894 2.544
H 3.992 -7.002 3.458
C -1.875 4.648 -4.860
Br -1.878 3.289 -6.228
Br -3.666 5.275 -4.484
Br -0.961 4.062 -3.271
H -1.324 5.488 -5.250
C -1.692 7.245 -7.849
Br -0.067 6.358 -7.325
Br -1.446 9.151 -8.035
Br -2.448 6.459 -9.438
H -2.409 7.095 -7.052
C 2.225 9.867 -6.332
Br 1.123 9.199 -4.899
Br 3.749 10.840 -5.663
Br 2.752 8.465 -7.545
H 1.625 10.566 -6.897
C 1.162 -6.780 7.531
Br -0.666 -7.386 7.418
Br 2.326 -7.820 6.406
Br 1.317 -4.894 7.166
H 1.486 -6.934 8.551
C 6.205 -7.560 8.534
Br 5.983 -6.560 6.902
Br 4.691 -8.699 8.893
Br 7.858 -8.556 8.545
H 6.262 -6.842 9.339
C -3.065 -0.324 4.269
Br -1.155 -0.079 4.291
Br -3.985 1.362 4.103
Br -3.629 -1.580 2.910
H -3.341 -0.748 5.223
C -2.995 -5.730 1.883
Br -3.550 -7.531 2.291
Br -4.487 -4.598 1.427
Br -1.964 -4.931 3.286
H -2.352 -5.784 1.015
C -5.832 5.055 2.357
Br -4.137 4.664 1.536
Br -7.093 3.619 2.108
Br -5.637 5.516 4.221
H -6.236 5.923 1.856
C -3.963 4.892 -13.325
Br -2.331 4.010 -12.807
Br -3.716 6.795 -13.509
Br -4.724 4.111 -14.914
H -4.673 4.740 -12.524
C 6.334 3.986 2.507
Br 6.147 4.913 0.829
Br 4.920 2.711 2.773
Br 8.076 3.171 2.688
H 6.248 4.726 3.290
C -5.313 1.219 -8.342
Br -4.400 2.897 -8.586
Br -5.406 0.210 -9.984
Br -4.535 0.190 -6.912
H -6.329 1.448 -8.053
C -11.492 4.921 1.692
Br -11.275 3.221 0.809
Br -10.777 4.890 3.479
Br -10.750 6.365 0.653
H -12.554 5.102 1.776
C 2.843 -12.542 9.150
Br 4.736 -12.182 9.122
Br 1.807 -10.945 8.840
Br 2.365 -13.949 7.923
H 2.601 -12.891 10.143
*
```


| no. | LUMO (eV) |
| --- | --- |
| 1 | -6.1283 |
| 2 | -0.3271 |
| 3 | 0.8807 |